(1)
A 2-piece molecular cluster, C5H8O overall, computed with ωB97M-V with the def2-TZVPD basis set.

Each line ends with the Mulliken charge.
Atoms and positions in Å:
H 0.538 -1.711 -2.092  -0.16
O 2.089 -0.293 0.686  -0.24
C -1.322 -0.266 0.418  -0.64
C 0.135 0.073 0.273  0.79
H 0.147 -1.727 -2.733  0.20
C 1.236 -0.843 -0.183  -0.46
C 1.134 0.643 1.259  -0.35
H -0.961 0.593 -1.606  0.23
H -1.083 1.830 -0.261  0.25
H -1.637 -1.223 0.011  0.27
C -0.905 0.794 -0.540  -0.66
H -1.815 0.025 1.342  0.24
H 0.984 0.426 2.319  0.26
H 1.458 1.676 1.107  0.27

Cartesian forces (eV/Å) of the 6 atoms listed first:
H -0.1 0.0 -0.3
O 0.0 -0.1 -0.1
C -0.2 -0.1 0.1
C 0.1 0.0 0.0
H 0.0 -0.1 -0.1
C 0.0 0.2 0.3

- Gap between HOMO and LUMO: 9.49 eV
- E_LUMO: 0.867 eV
- HOMO energy: -8.6 eV


(2)
A 2-piece molecular cluster, C15H9F6NO2 overall at a distorted geometry, computed with ωB97M-V with the def2-TZVPD basis set.

Each line ends with the Mulliken charge.
Atoms and positions in Å:
C 0.989 -0.332 1.557  -0.33
C 2.789 -0.068 -0.045  -0.45
F 4.692 -2.032 3.520  -0.24
C -3.680 -0.302 -1.588  0.40
C 3.300 -0.544 2.250  0.40
H -1.430 -1.060 0.827  0.37
O -0.426 3.543 -1.157  -0.48
C 4.321 -0.719 3.362  0.78
F -5.576 0.404 -2.881  -0.26
C -0.899 -0.033 -1.044  1.23
N 0.599 2.834 -1.120  0.48
C -3.174 -0.660 -0.332  -0.94
H 3.120 0.059 -1.074  0.35
H -3.860 -0.978 0.457  0.41
O 1.768 3.290 -1.116  -0.48
H -0.065 -0.353 1.825  0.34
H 1.001 0.561 -1.777  0.33
C 0.495 0.223 -0.874  -0.66
C -5.179 -0.373 -1.830  0.83
C -1.800 -0.600 -0.088  -0.41
C -2.814 0.097 -2.614  -0.76
F -5.904 0.038 -0.742  -0.25
F -5.591 -1.653 -2.113  -0.24
F 3.850 -0.296 4.576  -0.25
C -1.463 0.232 -2.336  -0.66
F 5.471 -0.017 3.124  -0.26
C 1.933 -0.626 2.545  -0.98
H -0.785 0.521 -3.138  0.35
H 1.612 -0.892 3.555  0.40
C 3.733 -0.293 0.944  -0.83
C 1.379 -0.044 0.217  1.03
H -3.205 0.332 -3.605  0.41
H 4.799 -0.260 0.715  0.40

Cartesian forces (eV/Å) of the 6 atoms listed first:
C 0.2 -0.2 -0.2
C -0.8 0.1 -0.3
F -0.4 1.1 -0.2
C 0.0 0.2 0.1
C 0.0 0.1 0.0
H -0.2 0.4 -0.2

- Gap between HOMO and LUMO: 5.22 eV
- E_LUMO: -2.891 eV
- HOMO energy: -8.1 eV


(3)
A 4-piece molecular cluster, C2H11NO5 overall at a distorted geometry, computed with ωB97M-V with the def2-TZVPD basis set.

Each line ends with the Mulliken charge.
Atoms and positions in Å:
H 1.404 -1.004 2.592  0.30
H -2.042 0.995 -1.829  0.26
H 2.228 1.879 1.029  0.32
O -0.892 1.413 1.618  -0.63
O 0.760 -1.722 2.654  -0.67
H 0.879 0.666 -2.122  0.33
C -0.053 0.614 -1.604  -0.51
H 0.321 -1.624 1.802  0.36
H 0.134 1.468 -0.970  0.27
H -0.056 0.991 1.882  0.36
H -1.346 0.379 -3.166  0.29
O 2.561 0.977 1.019  -0.62
H -1.051 0.411 0.692  0.42
H 3.102 0.899 0.220  0.31
O -1.085 -0.584 0.136  -0.60
O -0.278 -1.705 -1.619  -0.59
H -1.527 1.140 2.298  0.39
N -1.219 1.066 -2.412  -0.65
C -0.342 -0.695 -0.954  0.64

Cartesian forces (eV/Å) of the 6 atoms listed first:
H 0.3 -0.2 0.3
H -0.1 0.0 0.0
H 0.2 0.1 -0.1
O 0.2 -0.1 0.4
O 0.1 0.8 -0.2
H 0.3 -0.7 -1.2

- Gap between HOMO and LUMO: 9.31 eV
- SMILES: NCC(=O)O.O.O.O
- E_LUMO: -0.154 eV
- HOMO energy: -9.5 eV


(4)
C22H10F5N3O4PdS as an isolated structure at a distorted geometry, computed with ωB97M-V with the def2-TZVPD basis set.

Each line ends with the Mulliken charge.
Atoms and positions in Å:
F 3.294 1.076 2.569  -0.40
N 1.294 -0.079 -1.653  -0.08
H 0.306 -0.303 3.077  0.35
S 4.545 -2.090 0.179  1.18
C -3.406 0.232 -1.769  -0.09
C 2.017 -0.245 -2.740  -0.58
H -5.460 0.029 -2.357  0.42
O 4.343 -1.956 1.651  -0.55
O 5.943 -1.890 -0.185  -0.73
C -0.340 0.013 2.274  -0.11
F 1.131 -3.423 4.669  -0.36
C 2.920 -0.140 3.051  0.36
C -2.277 1.050 -1.767  -0.45
H -3.580 3.733 -3.389  0.42
F 3.240 0.747 5.233  -0.36
C -1.001 0.576 -1.152  0.98
H -3.346 -0.746 -1.311  0.52
C 1.880 -2.203 2.770  0.02
N 0.060 -0.040 1.017  0.27
C 2.211 -1.359 4.994  0.51
H 3.039 -0.583 -2.645  0.57
H 1.611 0.002 -4.927  0.40
H -2.203 0.667 3.307  0.42
F 1.186 -3.084 2.005  -0.42
C 1.259 0.064 -3.909  -1.02
H -0.838 0.717 -4.077  0.47
C -2.081 0.779 1.107  -0.52
O 3.966 -3.336 -0.313  -0.75
N -6.848 2.749 -4.022  -0.59
C -4.646 1.929 -2.935  0.60
C 2.572 -1.156 2.151  0.18
C -1.002 0.427 0.238  -0.06
C -4.584 0.665 -2.351  -0.83
C -1.660 0.523 2.385  -1.42
C 0.040 0.344 -2.047  0.07
O 3.759 -0.898 -0.420  -0.67
C 2.811 -0.249 4.418  0.36
F 2.394 -1.629 6.309  -0.38
C -3.523 2.752 -2.936  -0.81
H -3.031 1.184 0.796  0.48
C -2.345 2.310 -2.358  -0.17
Pd 1.918 -0.574 0.294  0.36
C -5.870 2.383 -3.539  0.01
C 0.011 0.433 -3.475  -0.44
C 1.754 -2.342 4.136  0.36
H -1.465 2.939 -2.355  0.51

Cartesian forces (eV/Å) of the 6 atoms listed first:
F 0.2 0.1 0.0
N 0.1 0.0 0.1
H 0.0 0.0 0.0
S 0.1 -0.1 0.3
C 0.0 0.1 -0.1
C 0.0 0.0 0.0

- Gap between HOMO and LUMO: 5.09 eV
- E_LUMO: 3.591 eV
- HOMO energy: -1.5 eV
- Total charge: -2


(5)
An isolated ion of composition C6H10NO and charge +1 at a distorted geometry, computed with ωB97M-V with the def2-TZVPD basis set.

Each line ends with the Mulliken charge.
Atoms and positions in Å:
N 0.599 -0.541 0.420  0.29
C -0.060 -0.833 2.646  -0.42
H -0.302 1.752 0.094  0.36
H -0.388 2.830 -1.449  0.30
H 2.436 0.301 0.321  0.37
H 0.218 -0.884 3.678  0.33
H -1.388 1.092 -2.586  0.46
H -2.203 -0.682 -1.602  0.37
C -0.447 1.882 -0.934  -0.66
H 2.401 -1.261 -0.542  0.31
O 0.785 -0.504 1.771  -0.23
H 1.702 0.180 -1.260  0.34
C -0.749 -0.886 -0.032  -0.25
C -0.864 0.860 -1.745  -0.41
C 1.821 -0.330 -0.306  -0.84
H -1.195 -1.666 0.467  0.63
H -1.100 -0.922 2.262  0.35
C -1.266 -0.388 -1.203  -0.30

Cartesian forces (eV/Å) of the 6 atoms listed first:
N -5.0 -1.3 -1.0
C -6.2 -2.0 1.7
H 0.5 0.1 1.2
H 0.2 0.4 0.6
H 0.2 0.1 0.1
H 0.4 0.1 0.1

- Expectation value of S²: 2.038
- Gap between HOMO and LUMO (alpha / beta): 6.55 / 7.38 eV
- E_LUMO (alpha / beta): -4.718 / -7.156 eV
- HOMO energy (alpha / beta): -11.3 / -14.5 eV
- Multiplicity: 3
- Total charge: +1


(6)
C5H8S as an isolated structure at a distorted geometry, computed with ωB97M-V with the def2-TZVPD basis set.

Each line ends with the Mulliken charge.
Atoms and positions in Å:
S -0.847 0.464 0.604  -0.27
C 1.084 -0.177 -1.118  -0.49
C -1.376 -0.294 -0.785  -0.42
H 2.408 -0.169 1.806  0.25
H 1.930 -0.254 -1.838  0.34
H -1.883 -1.219 -0.723  0.38
C -0.122 -0.573 -1.590  -0.36
H -1.900 0.612 -1.171  0.27
H -0.475 -1.341 -2.331  0.29
H 0.911 -0.008 2.655  0.29
H 0.690 -1.244 1.397  0.31
C 0.936 0.452 0.292  0.05
H 1.392 1.464 0.290  0.41
C 1.225 -0.285 1.577  -1.05

Cartesian forces (eV/Å) of the 6 atoms listed first:
S 0.0 2.3 3.6
C -1.8 -0.8 -0.5
C 0.5 1.6 -3.1
H -2.0 -1.5 -0.8
H -0.1 0.0 1.4
H -1.2 -0.6 0.4

- Gap between HOMO and LUMO: 8.81 eV
- E_LUMO: 0.946 eV
- HOMO energy: -7.9 eV


(7)
C28H62F3N2O2PSb as an isolated structure at a distorted geometry, computed with ωB97M-V with the def2-TZVPD basis set.

Each line ends with the Mulliken charge.
Atoms and positions in Å:
C 0.035 5.611 0.254  -1.29
H -0.594 5.182 -0.532  0.38
H 1.035 4.961 4.755  0.40
H 1.309 0.552 1.686  -0.06
C 1.645 2.236 3.779  -0.27
H 1.364 -0.751 -2.805  0.18
H -3.251 -2.254 3.534  0.03
C -0.396 0.053 -1.792  0.13
H 0.001 -4.894 -1.101  0.23
H 0.352 1.727 -4.256  0.44
H 1.623 6.334 -0.995  0.61
C -5.182 0.993 -0.300  0.54
C 2.010 -5.533 -0.622  -1.04
H 1.491 4.304 -2.925  0.28
H 1.043 6.090 2.718  0.36
H -2.777 -3.220 0.795  0.56
C -3.687 0.981 0.033  0.49
N -0.751 0.007 -4.728  -0.52
H -0.435 3.782 1.341  -0.72
H 2.192 5.807 0.562  0.31
H -0.861 -3.832 2.542  0.30
H 0.368 0.602 4.425  0.76
H -1.704 1.532 2.043  0.08
C 0.044 -0.812 -0.607  -0.37
C 0.438 0.645 -4.172  -0.83
H 1.129 -4.776 1.730  0.59
C 0.235 -1.192 2.566  -1.28
C 1.312 0.711 3.893  -1.31
C 0.476 -4.373 0.954  -0.47
Sb -1.380 -0.878 1.110  0.88
C 2.242 -4.536 -2.925  0.14
H 2.073 0.266 4.539  0.43
H 0.243 2.780 5.238  0.40
H -0.202 -1.141 3.565  0.84
H -1.521 -3.192 -0.397  0.47
H -2.275 2.227 -0.453  0.17
H 2.441 2.437 4.494  0.30
C 1.186 -3.419 -4.953  -0.95
O -3.110 1.914 -0.832  -0.67
C 1.492 5.564 -0.235  -0.83
H -1.748 0.549 4.069  0.27
H 2.126 -2.956 -5.253  0.33
H 2.508 -6.236 0.046  0.50
H 0.638 -3.640 -5.871  0.45
H -0.245 6.664 0.346  0.41
C -1.708 -3.018 0.667  -1.41
H 0.583 -2.778 -4.319  -0.08
C 1.845 4.155 -0.794  0.65
C -0.245 4.838 1.552  0.85
H 0.946 3.540 -0.755  -0.43
H 1.792 -3.731 -2.340  -0.34
H 1.302 0.383 -4.811  0.34
H 1.952 2.449 2.758  0.05
H -1.170 5.237 1.979  0.44
H -0.714 -1.001 -4.684  0.13
C -0.931 -4.059 1.476  -1.02
H 3.270 -4.236 -3.123  0.48
N -2.614 0.074 4.313  -0.98
H 2.164 -5.344 -4.884  0.29
P -3.022 -0.913 3.112  0.54
H -0.630 4.864 4.142  0.40
H -0.464 2.506 3.663  -0.06
C 1.500 -4.746 -4.260  -0.63
C 0.804 0.184 -2.758  -0.51
C 0.365 2.994 4.174  -0.05
H -0.751 1.039 -1.512  -0.28
H 0.152 -6.304 0.051  0.31
H -0.942 0.293 -5.678  0.26
H -1.130 -0.516 -2.358  0.32
C -3.146 -0.432 -0.158  -1.33
H 0.913 -3.424 0.629  0.09
H -3.649 1.275 1.085  0.12
H 1.006 -0.414 -0.264  0.42
C 1.336 -0.082 2.570  -0.19
C 2.342 4.312 -2.250  -1.56
C 0.395 4.517 3.991  -1.37
H 2.309 -0.583 2.546  0.43
H 1.766 4.570 2.268  0.28
F -5.470 0.503 -1.488  -0.27
C 0.524 -5.321 -0.246  -0.35
F -5.664 2.233 -0.183  -0.29
H 3.049 3.533 -2.529  0.36
H 2.595 3.684 -0.162  0.28
H -3.941 -1.082 0.224  0.71
H 2.490 -4.566 -0.450  0.39
H -4.296 -0.488 2.635  -0.06
H 0.587 -5.290 -4.029  0.41
H 3.228 -6.268 -2.198  0.41
O -1.134 1.162 1.351  -0.85
H 2.882 5.255 -2.318  0.53
H 0.239 -1.849 -0.884  -0.33
H 0.757 -2.146 2.504  0.27
H 1.472 -6.549 -2.497  0.49
H -1.492 -5.004 1.441  0.58
F -5.877 0.271 0.590  -0.29
C 2.219 -5.862 -2.111  -1.08
H -3.037 -0.698 -1.208  0.52
C 0.837 5.018 2.614  -0.54
H 1.474 0.937 -2.346  0.35

Cartesian forces (eV/Å) of the 6 atoms listed first:
C 0.4 0.0 0.0
H -0.1 0.2 -0.1
H 0.0 0.0 0.1
H -0.3 0.2 0.1
C -1.0 -1.0 0.3
H -0.1 -0.2 0.0

- Gap between HOMO and LUMO: 6.98 eV
- E_LUMO: 2.700 eV
- HOMO energy: -4.3 eV
- Total charge: -1


(8)
C41H32BrCoF4N6O4 as an isolated structure, computed with ωB97M-V with the def2-TZVPD basis set.

Each line ends with the Mulliken charge.
Atoms and positions in Å:
C -6.271 -2.865 2.707  -0.66
F 2.758 -3.325 1.542  -0.29
C 4.492 -4.060 0.242  0.25
C 0.846 -4.405 -0.254  0.16
Co -0.662 -0.790 2.014  -0.14
H -4.942 1.866 -1.833  0.46
H -3.015 1.705 1.242  0.31
C -6.824 -0.711 3.622  -0.75
C 0.332 -3.353 0.568  0.75
H 5.434 0.585 3.316  0.39
C -4.554 -1.206 3.002  0.55
H 2.725 2.948 -3.896  0.40
H -1.425 2.965 -5.102  0.32
C 1.435 0.850 2.876  0.86
H -8.247 -2.285 3.304  0.39
C 2.415 3.342 3.738  -0.95
H -0.366 1.640 -5.590  0.35
H -0.520 4.828 -3.593  0.31
N -2.738 0.309 3.416  -1.15
C -2.996 2.060 -0.899  2.47
H 0.387 3.829 4.185  0.39
H -3.645 2.148 -2.997  0.33
H 1.169 4.800 -3.086  0.35
C -4.944 -2.477 2.594  -0.32
N 8.163 -3.484 0.131  -0.48
H -0.123 3.263 -6.256  0.46
O 3.613 0.100 2.437  -0.24
H -4.600 1.743 0.476  0.65
C 2.187 -4.604 -0.391  0.75
H 2.809 4.297 4.055  0.39
N -1.402 0.497 3.110  1.13
C -0.396 2.706 -5.357  -1.63
C 0.487 4.538 -3.896  -1.60
C -1.533 1.724 -1.272  -0.54
H -1.763 3.080 -2.876  0.10
O 1.040 -0.319 2.451  -1.06
C 5.002 0.341 2.341  -0.94
H 5.215 1.151 1.637  0.41
C -3.566 1.408 0.357  -2.25
H 0.755 5.125 -4.777  0.45
H 5.444 -0.580 1.973  0.10
C -0.658 0.793 -0.618  0.88
H -5.183 0.667 3.820  0.44
H -3.563 0.322 0.295  0.38
H -4.144 3.832 -0.415  0.47
C -7.211 -1.983 3.220  -0.36
C 1.012 1.325 -2.359  -0.01
F 5.326 -3.470 1.083  -0.30
O -1.100 0.131 0.443  -0.52
C 0.179 2.237 -2.971  -0.49
C -0.161 -5.127 -0.973  -0.26
H 2.002 1.123 -2.741  0.55
C 4.064 -5.550 -1.646  0.32
N -0.006 -2.424 1.136  -0.10
C 1.991 2.720 -4.671  -2.17
C 3.300 2.351 3.272  -0.66
C 0.569 3.038 -4.210  1.83
H -3.820 0.562 -2.242  0.36
C -0.822 1.562 3.542  0.15
C -3.900 1.637 -2.068  -1.76
H -2.857 4.151 -1.577  0.35
C 2.836 1.124 2.864  0.61
C 7.362 -4.109 -0.403  -0.11
H -6.571 -3.855 2.391  0.40
C 2.747 -5.465 -1.417  -0.08
H 2.098 1.670 -4.950  0.39
H 2.234 3.324 -5.547  0.42
C 0.570 1.840 3.375  0.54
N -1.002 -5.718 -1.485  -0.45
H -7.558 -0.020 4.017  0.39
O -2.344 -1.577 2.187  -0.77
C -3.138 -0.800 2.867  0.54
C -5.499 -0.321 3.515  -0.25
H -1.444 2.260 4.095  0.44
H -4.203 -3.149 2.185  0.43
C 1.077 3.086 3.805  -1.06
C -1.079 2.389 -2.400  -0.55
C 5.050 -4.822 -0.863  0.04
C -3.116 3.579 -0.686  -1.84
C 6.381 -4.861 -1.134  1.19
F 4.491 -6.307 -2.643  -0.29
C 0.595 0.627 -1.235  0.10
N 7.490 -6.282 -2.983  -0.46
Br 1.882 -0.616 -0.588  -0.15
H 4.359 2.568 3.244  0.43
H -2.460 3.903 0.124  0.39
C 6.959 -5.646 -2.187  -0.14
C 3.175 -3.965 0.465  0.55
F 1.913 -6.136 -2.196  -0.30

Cartesian forces (eV/Å) of the 6 atoms listed first:
C 0.0 0.0 0.0
F -0.1 0.1 0.0
C 0.0 0.0 0.0
C 0.0 0.1 0.0
Co 0.0 0.4 -0.2
H 0.0 0.0 0.0

- Gap between HOMO and LUMO (alpha / beta): 3.80 / 3.81 eV
- E_LUMO (alpha / beta): -3.792 / -3.788 eV
- HOMO energy (alpha / beta): -7.6 / -7.6 eV